Entry 1:
This record from OMol25 describes a cluster of 8 separate species, C28H74Cl8N9O7P3S in total. The level of theory is wB97M-V/def2-TZVPD.

```
130
Properties=species:S:1:pos:R:3:forces:R:3:lowdin_charge:R:1
H 2.69227 -2.01641 2.77347 0.716 0.665 0.265 0.05
H -0.13146 7.49293 -0.35621 0.326 0.430 -0.018 0.05
H -1.04579 2.55589 3.17307 -0.500 -1.289 0.380 0.06
C -1.65452 6.67334 2.50989 0.639 -0.572 -0.397 -0.09
H -6.34847 -1.31358 -2.58079 -0.112 0.038 0.293 0.06
C -4.45650 -4.76382 -3.45814 1.715 1.474 -1.262 -0.07
H 1.81889 3.74313 2.61053 1.821 -0.124 -1.182 0.04
C -4.03545 -3.29186 -1.52804 0.014 -2.410 -0.212 -0.10
H -4.60303 -1.52435 -7.23543 -0.734 0.350 0.157 0.06
N -0.66873 6.63266 1.41129 -0.030 -0.316 1.983 -0.32
C 1.05278 4.09246 3.21792 -2.537 -1.130 -0.205 -0.07
H 1.61613 -0.81302 4.70814 -0.026 -0.103 0.224 0.09
H -2.04425 3.50860 1.94737 0.334 -0.765 0.617 0.09
H -6.68765 -3.45092 -5.46466 0.551 0.798 0.190 0.09
H 0.36220 -0.18060 -5.66787 0.648 0.187 -0.289 0.09
H 0.88691 -1.97128 -4.16328 -0.467 0.482 0.075 0.07
H 0.35113 4.61684 -4.42476 0.255 0.804 1.111 0.07
H 0.04265 1.48299 -0.51884 -0.469 -1.066 0.544 0.08
C -0.25571 6.29592 -3.09712 -1.883 -1.251 1.521 -0.74
C 0.84888 0.10520 -4.73218 -0.478 0.004 -0.405 -0.67
H -0.54525 1.40618 1.18398 -0.177 -0.444 -0.850 0.04
C 2.16910 -2.93123 2.99059 0.504 0.437 -0.485 -0.12
C 1.71674 -2.41968 7.68631 2.758 0.540 -0.503 -0.12
C 2.13253 4.45055 -0.21592 1.016 0.967 -1.724 -0.12
N -4.43629 -3.38283 -2.92869 -0.244 0.070 0.064 -0.31
H 1.29569 4.99277 3.73114 0.175 0.718 0.519 0.07
H 5.95555 -3.01994 -2.63208 -0.304 -1.075 -0.381 0.13
H 3.11455 5.95645 1.76187 -0.616 -0.037 -0.329 0.08
H -5.16867 -5.28920 -2.88674 -0.694 -1.019 0.537 0.06
H 4.62314 2.22217 -1.51703 0.758 0.059 -0.263 0.06
H 1.53598 3.57470 -0.39234 -0.228 -0.586 0.226 0.06
H -4.79879 -3.79042 -0.89012 0.511 0.460 -0.234 0.10
C 0.50812 -0.99426 -3.81076 1.155 -0.970 1.249 -0.54
H 0.75043 -2.47928 7.30743 -2.024 -0.105 0.436 0.01
O -1.06864 4.59829 -0.10944 0.289 -0.957 -0.692 -0.28
C 4.39077 -3.78202 -1.40709 -0.808 -3.066 -2.428 -0.09
C -0.85221 -4.51491 4.89434 2.286 -1.090 0.848 -0.05
C 0.91483 -1.66107 4.74197 0.066 0.418 -0.315 -0.12
H 0.91317 3.24539 3.89406 -0.109 0.346 0.423 0.09
H -3.62848 0.88200 -2.00645 0.337 0.037 -0.332 0.08
H -6.78273 -1.61940 -5.70640 -0.113 -0.431 -0.296 0.08
H -1.86183 7.39900 -0.21358 0.309 -0.235 0.508 0.10
H 2.86404 -3.74737 2.87542 0.136 -0.342 0.328 0.07
H -1.01522 8.54911 0.79174 0.273 0.623 0.074 0.08
N -4.83862 -2.20983 -5.17942 -1.442 -1.008 -2.695 -0.30
C -1.01570 -0.42257 0.09161 -1.377 -0.013 -0.263 -0.65
C 5.35468 -3.97168 -2.59238 1.114 2.092 0.227 -0.16
H 2.75461 7.15073 0.48115 -0.500 -0.703 0.480 0.09
H -1.69801 7.63317 3.03566 -0.405 0.280 -0.887 0.09
C -6.32168 -2.44132 -5.14943 1.010 1.025 1.729 -0.08
H -3.13862 -2.03279 -6.45978 -1.405 -0.521 0.138 0.08
H -3.41870 -5.18762 -3.40034 -0.938 -0.014 0.178 0.10
H 4.35505 -0.55131 -2.80669 0.367 -0.092 -0.279 0.05
P 1.79753 -4.04442 5.47461 0.725 0.542 -0.979 0.47
H -6.07079 0.33796 -3.27121 -0.148 -0.536 0.515 0.10
H 3.96870 -2.83009 -1.24790 -0.357 1.094 -0.087 0.05
O 2.74299 -5.06097 4.99978 -0.032 -0.856 -0.432 -0.29
P -3.89921 -2.13962 -3.85269 0.279 1.682 0.126 0.48
Cl 1.38685 -0.78251 -2.19051 -0.233 -0.087 -0.675 0.58
H -0.54750 -0.98935 -3.57933 -0.098 -0.408 -0.068 0.02
H -1.19269 5.67861 -2.79824 1.551 0.842 -0.450 0.11
H 6.03795 -4.83953 -2.49764 -0.665 0.372 -0.042 0.14
H -4.34891 -3.28156 -7.04429 -0.030 1.203 0.915 0.10
H -6.56692 -2.20835 -4.07664 -0.363 -0.908 -1.311 0.05
O 3.39362 -6.24202 -3.75969 0.670 -1.685 -0.231 -0.21
P -0.16309 5.11500 0.92378 -0.729 0.389 2.842 0.52
Cl 2.19128 6.10709 -4.43390 -0.513 -0.420 0.736 0.48
H 0.48299 -1.74858 5.75710 0.474 -0.046 -0.862 0.06
H -5.63479 -0.01324 -1.57088 -0.403 0.030 0.208 0.08
S 3.24206 -4.88581 -3.45675 0.529 0.617 1.043 0.54
N 1.57703 -2.88507 4.28893 -0.940 -0.094 1.471 -0.29
C -3.43899 0.34694 -2.95434 -1.003 0.984 -0.719 -0.12
H 1.72944 7.08993 1.95010 0.102 -0.675 -0.633 0.08
O 3.27602 -4.71694 -1.87454 0.839 0.904 0.495 -0.21
N 1.38731 5.46942 0.50440 1.326 0.118 1.032 -0.29
C 4.96098 0.15978 -2.25415 -0.970 0.073 0.986 -0.64
C 4.17906 1.42050 -2.09138 -2.364 0.616 0.604 -0.65
H 0.46150 -4.73769 7.95476 -0.199 -0.384 -0.068 0.06
H 1.84110 -2.65510 8.76390 -0.267 0.301 -0.615 0.10
Cl 3.74124 2.07060 -3.74421 0.331 -0.220 0.818 0.56
H -3.09044 -3.84374 -1.46489 -0.005 -0.088 0.570 0.09
H 4.34274 -2.57746 7.22739 0.140 0.696 0.529 0.06
H 2.06950 -1.36485 7.41896 -0.241 -1.153 0.806 0.10
Cl -1.40734 -1.06963 1.73241 -0.606 -0.178 -0.133 0.54
H -4.72110 -4.75495 -4.54229 -0.019 0.029 0.891 0.08
C 0.12411 -5.29808 7.06975 0.441 -0.996 0.491 -0.12
H -1.29958 6.04537 3.31463 -0.039 -0.510 -0.014 0.05
H 0.80253 -6.21230 6.97097 -1.030 0.934 0.174 0.10
H 3.11794 4.20996 0.24112 -0.784 -0.006 0.034 0.09
H 0.08361 -1.35903 4.10891 -0.145 -0.179 -0.357 0.03
O 4.56281 -4.04036 -3.80902 0.108 -0.272 1.343 -0.19
H -0.80843 -5.52690 4.43594 -0.389 0.762 -0.024 0.10
H -1.99572 4.02309 3.59778 0.647 -0.023 0.199 0.08
H 4.80191 -4.21225 -0.52277 0.079 -0.239 0.702 0.12
H -3.63672 1.10747 -3.82541 0.337 -1.339 1.380 0.12
H 0.00634 6.81043 -2.12990 0.267 -0.437 -1.397 0.06
O -2.46801 -1.94445 -4.20067 -0.223 -0.707 0.069 -0.29
N 0.25545 -4.42489 5.91517 -1.370 0.134 -0.570 -0.31
C -5.69972 -0.44842 -2.56606 0.588 0.733 -0.730 -0.11
H -0.93663 -5.61630 7.23326 0.929 0.275 -0.285 0.09
H -1.95826 -0.13942 -0.46590 0.912 -0.464 0.780 0.08
H -1.77308 -4.30427 5.36144 -1.171 -0.205 0.818 0.06
H 1.03971 4.79546 -2.73449 0.680 -0.795 0.045 0.02
C 2.27766 6.45271 1.22344 -0.091 0.416 -0.479 -0.09
H 2.36074 4.83990 -1.25305 0.100 -0.351 0.973 0.08
C -0.92472 7.56163 0.37655 -0.920 0.276 -1.394 -0.15
O 2.14716 -4.21827 -4.01240 -1.350 1.297 -0.636 -0.22
N -4.34641 -0.79769 -2.95220 0.452 -0.135 -0.154 -0.33
H 4.14681 -4.26832 7.87150 -0.445 0.942 -0.386 0.10
H -0.71913 -3.71734 4.20875 0.338 0.357 -1.041 0.04
H 5.90514 0.41765 -2.63716 1.151 -0.259 -0.884 0.05
H -0.51834 -1.26900 -0.38785 0.008 0.591 -0.198 0.02
H -2.42602 -0.02484 -3.00997 0.162 0.292 -0.034 0.02
H 4.42268 -3.93724 6.19167 -0.721 0.103 0.054 0.07
N -0.17927 4.15685 2.38518 1.502 1.884 -1.566 -0.30
C -4.25301 -2.26102 -6.52416 2.106 -1.052 -0.322 -0.12
C 0.74836 5.30811 -3.62725 -0.064 0.171 -1.118 -0.63
Cl 0.04749 1.58125 -4.23540 -0.667 1.139 0.399 0.59
C -0.17742 0.78614 0.33688 1.018 1.492 0.203 -0.67
N 2.44206 -3.39317 6.85151 0.145 0.271 0.579 -0.29
H 1.88783 0.40067 -4.75759 0.266 -0.587 -0.480 0.01
C 3.88167 -3.53006 7.06027 0.505 -1.372 0.081 -0.11
H 1.50901 -2.95578 2.14325 -1.134 -0.416 -0.211 0.06
H -2.58472 6.26242 2.08836 -0.315 0.601 0.717 0.10
H 3.21725 1.25331 -1.53062 0.749 -0.173 -0.881 0.03
Cl -0.77660 7.42270 -4.30694 -0.386 0.931 -0.580 0.57
Cl 5.26530 -0.56922 -0.63340 0.007 0.145 -0.026 0.58
Cl 1.40813 0.21426 0.96018 0.574 0.230 0.035 0.51
H -3.83139 -2.29787 -1.24339 -0.154 1.076 0.400 0.05
C -1.37640 3.50692 2.84147 -0.919 1.145 -1.389 -0.14
```
Forces are in eV/Å.

Calculated values
total charge = 0
E_tot = -196863.102 eV
strongest force on any atom = 0.0777 Eh/bohr
frontier orbital gap = 8.730 eV

Entry 2:
This record from OMol25 describes a cluster of 7 separate species, C28H74N7O7 in total. The level of theory is wB97M-V/def2-TZVPD.

```
116
Properties=species:S:1:pos:R:3:forces:R:3:lowdin_charge:R:1
C 4.96571 -7.02028 -0.08643 -0.285 -0.894 -1.205 -0.15
H 1.89000 -6.24037 -4.06344 0.630 -0.365 -0.181 0.11
H 1.35376 -0.91891 8.59670 -0.512 -0.389 1.249 0.07
H -6.98165 -4.22984 3.36513 0.025 0.193 0.394 0.11
O -2.54823 1.74939 2.94234 -2.481 1.146 -2.044 -0.01
H -2.84884 4.93486 0.97738 0.637 -0.019 -0.145 0.16
N -1.42087 4.24352 2.36109 0.179 1.136 0.257 0.20
C 2.15377 -7.31214 -4.13511 -1.245 1.347 0.200 0.02
H 2.62520 -0.03485 7.86231 0.253 -0.063 0.090 0.10
O -3.78096 -3.77316 1.40620 0.223 1.356 -0.836 -0.17
H -0.88714 4.65131 3.14390 -0.267 -0.451 -0.114 0.18
C -6.97546 1.83425 -6.76736 0.345 -0.272 0.718 -0.07
H -8.00720 6.37252 -8.14469 -0.601 0.326 -0.656 0.17
H -3.85309 -1.67430 2.98068 1.133 0.655 -0.649 0.08
C -5.14060 -3.65906 1.76861 0.201 -0.521 -1.980 -0.22
H -3.65050 -3.34641 -0.71071 0.204 0.432 1.316 0.12
H 3.16114 -6.77516 1.11608 0.723 0.428 0.093 0.10
H -5.03682 -1.12500 3.96702 0.018 -0.378 -0.816 0.20
H 7.52478 2.80263 -2.52272 -0.329 0.223 -0.275 0.14
H 6.99807 0.57578 -3.32377 -0.291 0.009 -0.035 0.09
H -4.47078 4.99288 -9.19754 0.366 -0.193 -0.456 0.08
H -6.64547 2.95220 -9.33611 0.074 -0.790 0.251 0.15
H -7.37903 -2.58827 3.08438 0.229 0.155 -0.098 0.10
H -4.93166 5.67734 -7.63756 0.212 -0.043 -0.479 0.10
H 0.68940 -2.40835 7.31419 0.249 -0.209 -0.880 0.15
H -4.02287 5.21563 2.99123 0.311 -0.011 -0.103 0.10
H 5.48188 -7.88115 0.32222 0.021 0.125 0.601 0.13
H 2.62267 -9.73104 -3.15335 0.884 -0.419 0.242 0.15
H 10.19088 4.61337 -0.13111 0.271 0.156 0.272 0.09
N 9.95127 2.05545 -0.34761 -0.341 1.202 0.871 0.22
C 0.87897 5.64892 -0.39520 -2.208 3.168 0.385 -0.04
C 4.07822 -8.97982 -1.58085 0.167 0.383 0.610 0.02
C 3.47911 -6.88503 -2.15322 1.441 -1.721 2.577 0.00
C 8.88724 3.06415 -0.86507 -0.071 -0.384 0.876 -0.28
H 9.29546 2.66458 -2.90028 -0.417 0.097 -0.332 0.15
H -0.02835 -3.81622 3.86078 0.836 0.296 1.149 0.10
C -6.64861 -3.21063 3.61362 -2.748 -0.422 1.121 -0.05
H 8.79533 5.27008 -0.97830 0.276 -0.712 0.085 0.11
C -6.45271 3.39611 -8.35366 1.558 0.244 -0.808 -0.23
H -2.02431 3.46549 2.71609 0.503 -0.405 -0.262 0.11
H 10.00667 2.02220 0.68131 0.423 0.400 -0.554 0.19
H -5.28159 -1.06333 2.33311 -0.368 0.459 -1.020 0.15
C -1.21064 6.36582 1.14294 0.497 -0.821 -1.586 -0.08
H -6.03133 1.96224 -6.17257 -0.662 -0.174 -0.702 0.11
H -3.63755 6.86038 2.55156 0.031 0.149 -0.411 0.10
C 0.99796 -0.47833 6.54816 1.561 -0.115 1.250 -0.34
H -6.89406 6.15094 -7.03804 0.098 -0.261 0.407 0.16
O 0.38956 -2.33908 5.22516 -0.303 0.648 -0.330 -0.21
H -0.63678 0.36749 5.48286 0.088 -0.240 -0.152 0.09
H -1.73760 7.05448 0.46117 0.120 -0.282 0.279 0.14
C -2.21388 5.36989 1.75931 -0.942 0.387 -0.050 -0.32
C -3.19216 5.90586 2.80432 0.241 0.041 0.207 -0.03
H -5.27459 6.61710 -9.13070 0.167 -0.805 0.123 0.11
H -7.74955 1.46948 -6.11351 -0.437 0.428 0.380 0.09
H 0.75559 6.57616 -0.99868 0.261 -0.769 0.049 0.11
H 3.30703 -5.84622 -2.15315 0.306 0.974 0.164 0.15
C -6.59129 4.87423 -8.69417 0.593 1.245 -0.244 -0.26
H 8.07654 -0.77133 -2.77264 -0.203 0.558 -0.218 0.10
H -1.91368 -1.20941 3.49894 0.719 0.241 -0.734 0.09
C -5.21079 5.58915 -8.70646 -1.524 0.786 0.675 -0.02
C 0.55629 -3.66400 4.82602 -0.563 -1.405 -1.057 -0.11
C 4.08263 -6.21074 0.84850 0.117 -0.943 0.218 -0.07
H -2.67332 6.07620 3.73743 0.125 0.046 0.444 0.09
C 8.01060 0.28639 -3.08185 1.018 -0.388 0.747 -0.03
N -0.38399 -0.05467 6.45470 -2.308 1.779 0.830 0.17
H 1.70293 5.80350 0.23432 0.987 0.357 1.441 0.06
N 2.85610 -7.69845 -2.95150 1.497 -0.910 0.332 -0.11
N -7.47544 5.64665 -7.70234 0.570 -0.746 0.152 0.23
H -1.07437 -0.78235 6.66444 0.350 -0.064 -0.055 0.17
H -8.10204 4.99280 -7.21488 0.114 0.013 0.033 0.17
H 1.19057 -7.75851 -4.03922 -0.677 -0.804 -0.695 0.10
C 9.52927 4.43585 -0.96321 -0.931 0.440 -0.256 -0.02
H 3.80668 -5.30096 0.32279 -0.104 0.249 0.280 0.06
H 4.61522 -9.77608 -1.03291 -0.633 0.635 -0.503 0.16
H -4.61354 -3.68414 3.74555 0.363 0.841 0.148 0.18
H -6.91608 1.07072 -7.51812 0.613 -0.509 -0.460 0.09
H 1.13385 4.82247 -0.97890 -0.382 -1.443 -1.052 0.07
C -1.67657 -0.53747 2.62915 -0.941 -0.115 0.741 -0.01
C 8.48511 2.44630 -2.19074 1.146 -0.436 0.530 -0.18
H 0.10990 -4.34735 5.56886 0.293 0.066 -0.156 0.10
H -2.45428 -0.68760 1.90078 -0.041 -0.090 -0.755 0.03
H 10.06801 4.50381 -1.90156 0.370 0.072 -0.057 0.09
H -3.86624 -1.87214 0.34897 0.008 -0.774 0.157 0.08
H 8.66883 0.43234 -3.95437 -0.194 0.112 0.367 0.11
O 8.48254 1.05298 -1.92483 -1.235 -0.684 -1.722 -0.24
H 2.69682 -7.53611 -5.04189 -0.023 -0.161 -0.091 0.12
H 1.62354 -3.95465 4.65474 -0.696 0.362 0.158 0.10
N 4.21037 -7.64620 -1.24233 -0.732 2.454 -1.013 -0.03
H -0.57331 0.71884 7.16406 0.310 -1.186 -1.144 0.19
H 1.24260 0.89293 8.28382 -0.316 -0.339 0.181 0.10
C -1.77802 0.86161 3.22149 2.580 -0.624 1.973 -0.73
C -3.41552 -2.89485 0.30605 0.477 -0.487 -0.349 -0.09
H 2.12923 -2.33141 6.25720 0.746 0.148 0.202 0.14
N -4.84497 -1.59162 3.05228 -0.161 -1.738 3.001 0.27
H -0.68413 6.99911 1.87665 0.270 -0.613 -0.150 0.14
H -2.32886 -2.75788 0.42719 -0.403 -0.119 -0.372 0.09
H -5.39702 3.11488 -8.04938 -0.978 0.518 -0.231 0.15
H 5.71221 -6.36742 -0.51907 0.275 0.003 -0.148 0.12
H -0.72320 4.02152 1.63182 -0.313 -0.439 0.154 0.15
C 1.11925 -1.97999 6.36263 -1.183 0.010 0.868 -0.20
H -5.56632 -4.66014 1.78156 -0.177 -0.042 -0.087 0.15
O -0.91467 1.04351 4.13466 0.814 -0.273 0.743 -0.09
C 3.22100 -8.99252 -2.62568 -1.510 -0.663 -1.093 0.01
H -5.65989 -3.05179 1.01036 -0.244 -0.270 0.185 0.15
H -6.87044 -3.06032 4.71270 0.783 -0.103 -1.142 0.13
C -5.28226 -3.09321 3.10748 0.162 0.750 1.057 -0.33
O -7.35329 3.04534 -7.39005 -0.889 -0.072 1.080 -0.18
H 9.66487 1.14359 -0.66812 -0.383 -0.809 -0.353 0.12
H 8.04296 2.99785 -0.14329 0.665 0.099 -0.381 0.17
H 10.83364 2.25810 -0.80794 0.452 0.134 0.396 0.17
H 4.72066 -5.99188 1.73396 -0.785 0.057 -0.464 0.10
C 1.54606 -0.10371 7.95287 0.901 0.523 -1.980 -0.01
H -7.14784 4.92106 -9.63288 0.262 0.383 0.056 0.16
H -0.66950 -0.72400 2.22818 -0.512 -0.065 0.284 0.10
H 1.51940 0.04826 5.77024 0.286 0.253 -0.377 0.15
O -0.38162 5.42736 0.30889 -0.083 -0.260 0.849 -0.25
```
Forces are in eV/Å.

Calculated values
total charge = +5
E_tot = -54953.245 eV
strongest force on any atom = 0.0755 Eh/bohr
frontier orbital gap = 9.542 eV

Q: Which value of E_tot does entry 2 give?
A: -54953.245 eV

Q: Look up the strongest force on any atom of the first one.
A: 0.0777 Eh/bohr

Q: frontier orbital gap of number 2 (C28H74N7O7)?
A: 9.542 eV

Q: Which value of frontier orbital gap does entry 1 give?
A: 8.730 eV